# 1
The following is a quantum chemistry calculation of C29H26BIN3O4V as an isolated structure, from the OMol25 dataset.

Properties
gap between HOMO and LUMO (alpha / beta): 6.85 / 6.86 eV
multiplicity: 3

Last column: Mulliken charge in e.
Atoms and positions in Å:
1 H -0.54 2.98 0.69  0.504
2 C -3.30 -3.35 1.01  -1.111
3 C -1.91 -3.58 -3.67  -0.014
4 C 0.43 4.75 1.38  -0.690
5 H 3.42 -0.96 3.70  0.379
6 O 1.52 0.38 2.38  -0.439
7 H -2.26 -2.04 2.52  0.540
8 H 0.74 5.05 0.38  0.427
9 C 0.33 5.16 3.75  -0.453
10 C -4.44 -2.94 -4.63  -0.843
11 V -0.99 0.15 0.56  0.938
12 C 0.04 1.10 -2.18  -0.395
13 H 4.90 -1.41 1.79  0.376
14 C 3.06 2.19 2.33  -1.801
15 H 4.10 2.51 2.31  0.404
16 C -2.63 -2.54 -3.10  -1.358
17 H -3.85 -4.04 1.62  0.449
18 C -0.05 0.81 -3.55  -1.303
19 I 1.84 7.28 2.22  0.104
20 H -1.13 -0.84 -4.54  0.513
21 C -1.23 -0.68 -2.33  0.117
22 C -2.47 -2.31 1.50  -0.453
23 C -2.04 -1.76 -1.96  0.576
24 C 3.96 -1.43 1.24  -2.061
25 H 0.42 1.35 -4.35  0.447
26 B 1.09 0.00 1.12  0.533
27 H -4.45 -1.40 -3.13  0.520
28 H 4.14 -1.88 0.26  0.502
29 H -0.72 3.68 4.90  0.480
30 H 2.55 2.62 1.47  0.235
31 C -2.38 -2.20 -0.69  0.596
32 C 2.93 0.67 2.35  1.809
33 H 0.58 5.78 4.61  0.389
34 O -1.86 1.61 4.17  -0.644
35 H -1.89 -5.11 -5.17  0.458
36 C -2.45 -4.30 -4.72  -0.829
37 H 0.59 1.90 -1.71  0.501
38 N -0.66 0.24 -1.44  0.817
39 H 2.59 2.59 3.23  0.439
40 C -1.45 1.91 3.09  0.132
41 C -0.29 3.58 1.56  -0.056
42 C 4.37 0.79 0.18  -1.879
43 N -4.72 -5.33 -7.17  -0.512
44 C -0.71 3.19 2.82  0.238
45 H 3.25 -2.05 1.78  0.352
46 C -3.71 -3.98 -5.20  0.633
47 C -0.85 -0.31 -3.64  -0.586
48 H -3.74 -3.92 -1.07  0.512
49 C -4.27 -4.73 -6.30  -0.135
50 C 3.40 -0.03 1.02  1.647
51 O -1.53 1.10 2.04  -0.720
52 H 3.07 0.59 4.47  0.457
53 C -3.89 -2.22 -3.58  0.017
54 H 4.62 0.35 3.67  0.353
55 N -1.91 -1.63 0.50  0.423
56 C 3.55 0.12 3.62  -1.915
57 H -5.42 -2.69 -5.01  0.456
58 H 3.92 1.73 -0.13  0.316
59 C -0.39 3.99 3.92  -0.628
60 C 0.74 5.54 2.48  -0.030
61 O 2.18 -0.17 0.27  -0.335
62 C -3.24 -3.28 -0.36  -0.722
63 H 4.64 0.23 -0.71  0.468
64 H -0.92 -3.82 -3.29  0.510
65 H 5.28 1.01 0.73  0.347

# 2
The following is a quantum chemistry calculation of C29H26CdF3N10Sb as an isolated structure at a distorted geometry, from the OMol25 dataset.

Properties
gap between HOMO and LUMO: 6.80 eV

Last column: Mulliken charge in e.
Atoms and positions in Å:
1 C 2.16 -3.37 1.60  -0.804
2 N 3.48 2.02 -0.43  0.513
3 H 3.57 5.26 -0.29  0.176
4 C -2.11 -0.43 -1.09  0.773
5 H -4.66 -1.23 -3.16  0.322
6 H -2.65 1.18 1.85  0.545
7 C 1.28 -4.34 2.03  -0.619
8 C -0.04 -4.27 1.57  -0.890
9 H -1.39 0.12 1.49  0.238
10 C -0.08 -1.27 -5.43  -0.555
11 C 0.14 -1.43 -3.08  0.132
12 H 3.18 -3.44 1.94  0.491
13 C 1.75 4.46 -0.49  0.329
14 H 0.60 1.30 -3.60  0.209
15 H -4.53 1.40 0.31  0.464
16 H -5.91 0.28 -1.55  0.401
17 H -2.23 -4.56 0.60  0.485
18 C -1.99 0.90 1.05  -1.447
19 C 0.22 -2.83 -3.17  -0.114
20 C 0.67 2.52 2.84  -0.331
21 C -2.73 0.40 -0.16  0.185
22 N 0.91 3.42 -0.32  0.088
23 C 0.43 -2.41 0.16  0.492
24 N 4.56 1.28 -0.64  -0.381
25 H 0.15 -4.48 -4.52  0.468
26 H -1.17 1.11 -3.35  0.271
27 H -2.56 -2.90 0.46  0.228
28 N 3.12 4.42 -0.44  -0.107
29 H 1.35 -0.39 5.27  0.407
30 C 1.73 -2.37 0.75  -1.452
31 N -0.22 5.22 -0.64  -0.599
32 C -4.86 0.07 -1.40  -0.867
33 H -2.32 -1.57 -2.90  0.432
34 F 0.21 3.16 6.76  -0.254
35 C -0.08 -0.64 -4.21  0.741
36 C 0.09 -3.42 -4.42  -0.986
37 H -0.44 1.33 -5.03  0.409
38 C -0.46 -3.40 0.57  1.003
39 C -0.32 0.88 -4.04  -1.202
40 N -0.34 3.96 -0.43  -0.383
41 H 1.96 -0.48 2.92  0.534
42 H 0.41 3.24 2.07  0.418
43 C -0.05 -2.62 -5.54  -0.601
44 N 1.25 1.37 2.39  -0.213
45 H 0.36 -3.42 -2.24  0.346
46 C 3.93 3.28 -0.56  0.162
47 H -0.08 3.60 4.55  0.478
48 H -0.67 -5.07 1.88  0.332
49 C 0.55 1.65 5.10  0.360
50 Cd 1.51 1.42 0.02  2.401
51 F 1.07 1.23 7.34  -0.267
52 Sb 0.03 -0.76 -1.08  0.669
53 N 5.59 2.07 -0.84  -0.525
54 C 1.43 0.37 3.29  -0.484
55 C 1.14 0.48 4.61  -0.671
56 C -4.17 -0.74 -2.28  -0.569
57 C -2.80 -1.00 -2.14  -0.463
58 C 0.19 1.86 6.52  0.840
59 H 1.53 -5.15 2.75  0.358
60 H -0.16 -3.03 -6.53  0.405
61 H -0.24 -0.57 -6.26  0.321
62 N 5.23 3.34 -0.77  -0.434
63 C -4.12 0.68 -0.36  -0.590
64 N 1.05 5.58 -0.69  -0.443
65 F -1.00 1.39 6.92  -0.248
66 C -1.90 -3.70 0.08  -1.132
67 H 2.40 -1.59 0.39  0.727
68 C 0.37 2.68 4.21  -0.880
69 H -1.37 1.72 0.79  0.118
70 H -1.94 -3.79 -1.00  0.238

# 3
The following is a quantum chemistry calculation of C29H26Cl2N2OSSeSiV as an isolated structure at a distorted geometry, from the OMol25 dataset.

Properties
net charge: +2
gap between HOMO and LUMO (alpha / beta): 6.44 / 7.07 eV
multiplicity: 2

Last column: Mulliken charge in e.
Atoms and positions in Å:
1 H -12.93 10.36 10.47  0.509
2 N -15.97 3.46 8.32  0.244
3 C -12.42 8.38 10.23  -0.601
4 C -12.62 9.49 11.00  -0.659
5 C -11.36 2.81 12.58  -0.644
6 S -16.38 6.14 11.07  -0.295
7 C -12.01 7.19 10.96  -1.070
8 C -14.83 2.06 11.44  -0.695
9 H -12.58 8.22 9.13  0.488
10 H -16.32 10.15 13.90  0.487
11 Cl -14.92 7.71 13.29  -0.135
12 C -10.87 4.10 12.28  0.361
13 C -11.15 4.73 15.84  -0.603
14 H -15.22 1.10 11.66  0.358
15 H -10.30 4.13 15.40  0.349
16 C -9.52 3.10 10.50  -0.732
17 O -13.55 5.33 12.88  -0.295
18 H -15.09 2.90 12.10  0.199
19 Si -11.84 5.40 13.21  0.942
20 C -13.09 6.14 15.54  0.177
21 C -12.55 5.36 17.72  -0.408
22 C -11.93 8.39 13.09  -0.656
23 H -15.67 5.39 7.53  0.256
24 C -10.97 1.74 11.81  -0.754
25 N -15.42 2.40 10.10  0.169
26 C -18.08 10.02 12.70  -0.786
27 H -14.15 6.77 17.31  0.363
28 H -12.38 10.44 13.04  0.426
29 C -16.42 4.64 7.59  -0.898
30 C -16.62 2.29 8.26  -0.259
31 H -11.62 6.35 10.45  0.952
32 H -9.55 5.16 11.10  0.595
33 H -10.88 4.05 17.86  0.436
34 C -13.28 6.18 16.93  -0.799
35 H -19.66 9.62 11.28  0.433
36 H -8.76 3.26 9.66  0.344
37 H -12.10 2.64 13.35  0.494
38 H -16.79 4.37 6.60  0.349
39 C -12.30 9.52 12.41  -0.375
40 H -17.23 5.12 8.18  0.403
41 H -12.77 5.36 18.82  0.351
42 Se -13.81 4.70 9.62  -0.040
43 H -11.39 0.75 11.95  0.475
44 H -13.79 6.58 14.88  0.235
45 H -9.71 0.99 10.26  0.471
46 H -16.67 0.69 9.75  0.487
47 C -11.49 4.61 17.18  -0.548
48 H -17.30 2.08 7.38  0.422
49 C -10.07 1.86 10.78  -0.433
50 Cl -19.17 7.32 9.89  -0.165
51 H -11.83 8.34 14.18  0.394
52 C -18.73 9.26 11.68  -0.302
53 V -14.17 6.17 11.48  0.672
54 C -9.95 4.19 11.26  0.073
55 C -16.32 1.63 9.40  -0.503
56 C -15.22 3.56 9.46  -0.165
57 H -18.38 11.07 12.87  0.354
58 C -12.00 5.47 15.01  0.443
59 C -18.29 8.09 11.21  -0.450
60 C -16.50 8.28 12.82  0.571
61 H -13.71 1.94 11.25  0.235
62 C -16.88 9.54 13.25  -0.675
63 C -17.09 7.63 11.79  0.800
64 C -11.79 7.11 12.36  0.623

# 4
The following is a quantum chemistry calculation of C29H26F3GeIrN3O9S as an isolated structure at a distorted geometry, from the OMol25 dataset.

Properties
gap between HOMO and LUMO (alpha / beta): 6.99 / 7.10 eV
multiplicity: 2

Last column: Mulliken charge in e.
Atoms and positions in Å:
1 C 1.41 3.54 -0.23  -0.087
2 H -4.09 1.80 -4.46  0.299
3 F 0.29 3.79 -3.53  -0.241
4 C 3.97 -0.11 2.75  -0.533
5 H 1.57 2.28 2.92  0.518
6 H 2.57 5.18 -0.98  0.397
7 F -1.10 2.51 -4.57  -0.266
8 S 0.81 1.22 -3.27  1.019
9 C -0.62 5.41 0.15  -0.739
10 H 4.55 -5.75 -1.16  0.490
11 C 0.17 3.13 0.27  -0.060
12 H -2.72 -2.23 -0.72  0.316
13 H -1.77 3.78 0.92  0.359
14 C 1.61 -4.18 -0.51  0.305
15 C -4.48 1.94 -3.45  -0.491
16 F -1.22 2.73 -2.42  -0.111
17 H -3.04 1.77 0.65  0.444
18 O 4.01 -7.46 2.25  -0.604
19 C 3.64 -5.46 -0.65  -0.531
20 C 1.30 -4.82 0.69  -0.418
21 C -3.87 1.49 2.61  -0.753
22 C 1.61 4.87 -0.57  -0.697
23 H -1.40 6.14 0.31  0.401
24 N -2.80 -2.08 -1.72  -0.357
25 C 0.69 -3.14 -1.05  0.516
26 H -4.42 1.10 4.65  0.376
27 O 5.22 -7.36 0.48  -0.603
28 C 3.50 -0.82 1.65  -0.668
29 C -2.83 1.55 1.69  -0.389
30 H -3.78 2.53 -2.87  0.132
31 H 0.37 -4.56 1.18  0.460
32 H -2.10 0.66 5.37  0.411
33 C 2.16 -5.75 1.23  -0.569
34 N 4.26 -7.03 1.14  0.996
35 C 2.32 -0.44 1.03  -0.471
36 H -1.27 -1.03 0.62  0.675
37 H -0.24 0.77 3.75  0.370
38 H 3.00 -4.03 -2.12  0.521
39 H 2.20 2.82 -0.39  0.390
40 O -0.43 -2.98 -0.55  -0.775
41 O 0.87 0.97 -1.81  -0.877
42 C -0.38 2.64 -3.46  0.719
43 C -0.83 4.07 0.49  -0.140
44 C 2.10 1.40 2.57  -0.415
45 H -5.46 2.41 -3.47  0.249
46 O -2.45 0.37 -2.80  -0.579
47 H -2.86 -2.97 -2.20  0.266
48 H 1.94 -6.26 2.16  0.475
49 H 4.06 -1.68 1.28  0.495
50 N -3.85 -1.24 -2.04  -0.260
51 C -1.51 1.32 2.09  -0.108
52 C 3.33 -6.05 0.56  0.097
53 O -4.68 0.65 -2.82  -0.477
54 C 2.78 -4.51 -1.18  -0.272
55 Ir -0.59 -0.93 -1.95  2.043
56 C 3.27 1.00 3.21  -0.719
57 O 0.15 0.10 -3.94  -0.811
58 H 0.77 6.84 -0.65  0.387
59 H 1.96 -0.98 0.16  0.319
60 H 3.65 1.57 4.05  0.390
61 C -1.26 0.98 3.42  -0.390
62 H -4.80 -1.47 -1.77  0.238
63 O 1.08 -2.40 -2.01  -0.890
64 C -0.98 -0.32 -0.14  -1.413
65 C 1.61 0.67 1.49  -0.158
66 O 2.01 1.72 -3.87  -0.642
67 C 0.60 5.80 -0.39  -0.531
68 H -4.89 1.68 2.29  0.410
69 C -3.58 -0.03 -2.57  0.623
70 C -3.60 1.16 3.94  -0.563
71 C -2.30 0.91 4.34  -0.643
72 Ge -0.08 1.22 0.68  2.754
73 H 4.88 -0.42 3.24  0.392

Calculated total energy (a.u.), listed in the same order as above: -2852.59076 -2375.76747 -6258.43349 -4840.94464